# C3H9N3O

C3H9N3O as an isolated structure (ωB97M-V/def2-TZVPD, the Open Molecules 2025 dataset).

Cartesian coordinates (Å):
1 C 0.047 -1.848 0.921
2 C -0.519 1.001 0.251
3 H 0.274 -1.532 1.931
4 C -0.129 -0.938 -0.048
5 N -0.397 -1.312 -1.372
6 O -1.336 1.269 1.101
7 H 1.364 0.186 0.596
8 H -1.321 2.133 -1.210
9 H -0.433 -2.315 -1.539
10 H -1.212 -0.866 -1.768
11 H 0.191 -2.908 0.718
12 H 1.010 1.330 1.831
13 N -0.518 1.552 -1.017
14 N 1.190 1.217 0.838
15 H 0.022 1.055 -1.711
16 H 1.769 1.977 0.479

Output
ΔE to the lowest compared entry with this formula, charge and spin	79.3	kcal/mol
LUMO	0.9	eV
molecular weight	103.12	g/mol
E_HOMO	-8.24	eV

***

# C26H75N2O14

A 13-piece molecular cluster, C26H75N2O14 overall (ωB97M-V/def2-TZVPD, the Open Molecules 2025 dataset).

Cartesian coordinates (Å):
1 H -3.357 27.907 -4.697
2 H 0.526 30.653 -9.980
3 C -2.852 31.128 -7.681
4 H -1.930 34.329 -13.382
5 H -4.072 25.432 -6.448
6 H -4.137 31.916 -11.347
7 H -6.144 27.505 -9.340
8 O -1.098 28.956 -12.385
9 C 1.182 28.937 -5.789
10 C -6.860 28.258 -9.229
11 O -5.750 31.076 -5.863
12 C -6.135 29.483 -8.728
13 C -2.570 29.752 -7.398
14 O 2.333 29.704 -6.008
15 H -2.857 33.053 -10.251
16 H -3.657 34.801 -13.581
17 H -1.509 28.598 -3.442
18 H -0.699 36.847 -6.268
19 H 2.751 29.425 -6.867
20 H -1.855 36.148 -5.397
21 H 0.627 29.192 -4.948
22 H -4.241 29.249 -9.440
23 H 0.386 29.157 -6.503
24 H -4.841 31.386 -6.062
25 H -1.793 27.221 -1.486
26 C -2.459 27.367 -4.858
27 C -2.045 29.602 -11.530
28 H -2.611 35.697 -12.554
29 H -1.555 26.223 -7.543
30 H 2.692 31.959 -7.654
31 O -1.999 34.048 -6.119
32 H -7.594 27.880 -8.606
33 C -5.036 30.000 -3.965
34 H -2.151 36.630 -6.984
35 C -1.638 27.506 -3.542
36 H 1.081 27.880 -5.937
37 O 0.211 31.193 -3.650
38 H -1.810 29.823 -6.704
39 H -5.308 33.903 -6.926
40 H -3.365 27.513 -2.248
41 C -0.581 26.555 -7.455
42 H -4.654 30.884 -9.406
43 H -4.366 26.158 -8.842
44 H -2.615 25.971 -2.313
45 O -0.511 26.948 -3.559
46 C -3.300 33.898 -11.721
47 H -1.070 33.585 -8.623
48 O 0.475 32.374 -7.044
49 H -5.735 34.920 -8.230
50 C 0.337 27.694 -9.564
51 C -5.660 29.990 -5.309
52 H -7.582 29.262 -6.307
53 C -1.381 34.587 -8.319
54 O -4.617 33.315 -8.775
55 C -5.105 29.970 -9.665
56 H -1.935 30.667 -11.362
57 C -7.091 29.514 -5.313
58 H -2.517 26.374 -5.232
59 C -0.982 31.653 -4.280
60 H -3.036 32.028 -12.743
61 N 0.166 31.130 -9.128
62 H -1.849 27.940 -5.560
63 H -6.656 30.697 -7.508
64 H -0.112 25.989 -6.719
65 O -6.894 30.458 -8.412
66 H -5.385 29.910 -10.756
67 H -5.500 30.806 -3.359
68 H -5.796 29.084 -7.815
69 N 2.151 31.739 -8.479
70 O -2.521 31.536 -8.790
71 H -7.197 28.443 -10.183
72 C -2.838 34.731 -12.890
73 H -2.178 33.285 -6.650
74 H 2.631 31.369 -9.271
75 H 0.030 27.293 -2.828
76 H 0.763 28.504 -8.924
77 H -0.274 29.252 -11.964
78 H -2.971 29.645 -12.115
79 H -7.210 28.621 -4.678
80 H 0.451 24.642 -8.816
81 C 0.877 31.707 -8.169
82 C 0.303 26.416 -8.723
83 H -1.491 32.429 -3.707
84 O -5.001 25.851 -8.216
85 H -3.425 29.184 -7.027
86 C -4.900 34.338 -7.848
87 H -4.828 32.627 -12.639
88 H -0.284 34.463 -6.601
89 H -1.725 30.881 -4.119
90 H 0.910 27.656 -10.480
91 H -5.312 29.140 -3.437
92 H -0.653 27.536 -7.074
93 C -1.489 36.141 -6.308
94 H -4.991 26.984 -6.439
95 H -2.374 34.680 -8.681
96 C -1.288 34.727 -6.812
97 H -5.031 29.379 -5.886
98 H -2.301 29.282 -8.339
99 H -7.718 30.214 -4.781
100 H -4.059 32.702 -8.261
101 O -2.396 33.543 -10.963
102 H 1.357 26.417 -8.348
103 H -2.314 29.288 -10.548
104 O -0.016 25.351 -9.271
105 H -0.712 27.896 -9.896
106 C -4.356 26.292 -7.056
107 H -4.003 30.210 -3.953
108 H -3.471 26.771 -7.463
109 C -2.423 27.053 -2.348
110 O -3.477 31.893 -6.931
111 H -0.684 35.216 -8.874
112 H -1.029 32.009 -5.325
113 H -0.897 31.307 -9.003
114 C -3.863 32.542 -12.194
115 H 0.924 31.774 -4.003
116 H -4.103 34.934 -7.537
117 H -4.090 34.456 -11.212

Output
LUMO	1.9	eV
total charge	-1
molecular weight	639.89	g/mol
E_HOMO	-5.75	eV

***

# C23H33Br9I2N2

C23H33Br9I2N2 as an isolated structure (ωB97M-V/def2-TZVPD, the Open Molecules 2025 dataset).

Cartesian coordinates (Å):
1 H -1.782 -3.771 -1.006
2 Br 6.677 1.051 3.901
3 H -4.769 -3.648 -0.213
4 I 0.988 -0.328 -3.588
5 Br -3.350 -1.662 0.331
6 H 3.249 3.163 2.672
7 C 5.245 2.975 5.468
8 Br 0.368 3.584 -6.033
9 H 1.956 3.635 1.466
10 C 1.224 1.128 -1.931
11 Br -1.633 -5.350 2.777
12 H 1.186 3.433 -8.385
13 H 4.104 1.516 1.308
14 C 6.332 1.937 5.603
15 C 1.832 1.569 -7.447
16 H 0.025 4.420 -1.712
17 C -6.288 0.485 0.742
18 H 3.039 2.227 -0.024
19 C -1.363 0.931 -0.955
20 C -1.906 -7.236 2.368
21 H -4.928 -0.169 3.202
22 C 0.830 2.671 -7.691
23 H -2.041 -8.510 0.640
24 C 0.684 0.382 0.709
25 H 0.011 -0.165 2.897
26 H -6.620 1.540 0.461
27 H 2.129 2.836 -3.042
28 C -0.357 0.111 1.839
29 H 7.281 2.348 5.946
30 H -1.426 -6.884 0.267
31 H 1.600 0.962 -6.571
32 N -3.813 0.728 -0.150
33 C -4.691 0.408 0.961
34 C -2.820 -4.096 -1.090
35 H 1.577 2.245 2.723
36 C -1.922 0.195 1.613
37 H 2.685 -0.267 0.000
38 H -0.994 -7.734 2.701
39 H 0.333 2.732 -3.386
40 C 2.366 2.731 2.058
41 H -0.111 2.260 -8.061
42 C 3.011 1.703 0.994
43 H -2.854 -5.189 -1.112
44 Br -2.120 1.502 -2.721
45 Br -3.920 -6.934 0.350
46 H -6.558 -0.247 -0.093
47 C -2.396 0.611 0.198
48 H 6.020 1.141 6.280
49 H -6.817 0.185 1.726
50 C -3.704 -3.555 0.006
51 H 0.896 3.405 -0.336
52 C 1.110 2.629 -2.528
53 C 0.192 0.814 -0.749
54 H 4.391 2.632 4.883
55 H 1.911 0.922 -8.322
56 C -2.119 -7.451 0.889
57 Br -3.451 -3.534 -2.848
58 H 4.900 3.300 6.451
59 I 2.826 -1.024 2.623
60 H -3.489 -4.052 0.953
61 H -2.743 -7.576 2.978
62 H 2.329 1.002 -1.615
63 N -2.765 -0.092 2.765
64 C 2.281 0.256 0.953
65 C -4.144 0.031 2.378
66 Br 3.624 2.288 -7.183
67 H 1.842 4.485 -1.479
68 Br 5.912 4.591 4.607
69 C 0.927 3.776 -1.414

Output
LUMO	-1.1	eV
molecular weight	1310.48	g/mol
E_HOMO	-7.96	eV

***

# C4H7ClN2O2

One molecule with the formula C4H7ClN2O2 (ωB97M-V/def2-TZVPD, the Open Molecules 2025 dataset).

Cartesian coordinates (Å):
1 N -1.385 -2.091 0.596
2 C -1.438 1.002 -0.744
3 C -0.551 0.946 0.490
4 H 0.328 -2.545 0.194
5 O -3.145 -1.070 1.129
6 O -2.179 -0.185 -0.698
7 N -2.262 -1.385 0.437
8 H 0.348 1.704 0.439
9 H -0.923 1.002 -1.787
10 C -0.187 -1.618 0.044
11 H -1.399 0.971 1.224
12 Cl -2.574 2.447 -0.837
13 H -0.150 -1.452 -1.027
14 H 1.491 -0.214 0.532
15 H 0.247 -0.705 1.800
16 C 0.392 -0.444 0.754

Output
SMILES string	[O-][N+]1=NCCC[C@H](Cl)O1
ΔE to the lowest compared entry with this formula, charge and spin	107.3	kcal/mol
LUMO	-0.1	eV
molecular weight	150.56	g/mol
E_HOMO	-10.17	eV

***

# C42H34F6N2O2PPbTe

C42H34F6N2O2PPbTe as an isolated structure (ωB97M-V/def2-TZVPD, the Open Molecules 2025 dataset).

Cartesian coordinates (Å):
1 C -4.193 0.216 -3.052
2 H 1.681 6.696 2.507
3 H -1.534 -1.908 3.988
4 Pb 0.096 -0.674 0.433
5 C -3.221 0.187 1.613
6 C 5.048 2.525 3.395
7 H 8.101 2.199 4.808
8 F -1.984 -5.168 0.130
9 C -2.209 4.247 2.141
10 H -1.743 3.959 -1.191
11 C -0.452 -0.228 -2.942
12 C -3.518 5.878 0.957
13 C 0.641 2.997 1.037
14 O 4.411 0.984 0.191
15 F -1.555 -2.421 1.831
16 C -1.806 0.351 -3.215
17 H 5.843 3.069 5.302
18 H -3.251 2.995 -4.736
19 F -3.352 -3.713 1.275
20 H 3.568 -0.859 -5.153
21 H 0.070 5.061 1.264
22 C 4.260 1.784 1.088
23 C 0.353 -0.574 -4.142
24 H -2.798 -0.809 1.529
25 C 1.602 -0.700 4.342
26 C 0.572 -1.621 4.234
27 C 6.053 2.613 4.344
28 Te -3.047 0.759 3.698
29 C 7.583 1.548 2.830
30 C 0.467 -1.251 -6.443
31 C -1.913 1.543 -3.922
32 H -1.020 2.050 -4.262
33 C 2.325 6.372 1.689
34 H -3.302 5.870 -1.175
35 C 0.008 1.095 4.160
36 C -1.731 3.738 0.938
37 H -5.080 -0.309 -2.727
38 H -1.365 -0.946 -5.383
39 C 1.312 0.655 4.322
40 C -3.166 2.070 -4.184
41 H 0.771 -2.682 4.267
42 H -4.225 6.696 0.962
43 C -2.132 4.334 -0.254
44 H 8.574 1.181 2.602
45 H 4.067 2.912 3.627
46 H -3.184 2.069 0.553
47 H -1.864 3.829 3.076
48 H -2.839 -1.248 -2.236
49 C -3.109 5.300 2.149
50 H -0.023 -1.517 -7.368
51 C 3.070 2.683 1.173
52 C 0.898 4.368 1.244
53 H -5.282 1.813 -3.977
54 C 3.241 4.029 1.402
55 H 2.228 -0.286 -3.142
56 C -4.306 1.406 -3.754
57 H 2.053 6.954 0.808
58 H 2.437 -1.482 -7.247
59 C 1.768 2.107 0.979
60 H -0.198 2.158 4.153
61 C 1.852 -1.227 -6.375
62 C 7.321 2.129 4.063
63 P -1.776 -3.841 0.982
64 F -1.968 -2.896 -0.356
65 C -1.017 0.171 4.012
66 N -1.190 1.380 0.735
67 C 2.488 -0.881 -5.192
68 C 6.576 1.444 1.889
69 C 5.300 1.939 2.155
70 C 1.745 -0.562 -4.070
71 H 6.754 0.985 0.927
72 H 2.108 1.379 4.427
73 H -4.291 0.115 1.427
74 C -2.943 -0.311 -2.768
75 H -3.483 5.672 3.092
76 C -0.752 2.592 0.904
77 H 4.242 4.423 1.531
78 C -2.619 1.136 0.575
79 H 3.355 6.608 1.945
80 C -3.013 5.403 -0.243
81 O 1.698 0.847 0.787
82 F -0.181 -3.846 0.685
83 C -0.286 -0.921 -5.330
84 N -0.054 -0.399 -1.776
85 H 2.627 -1.028 4.452
86 F -1.546 -4.658 2.340
87 C -0.736 -1.187 4.078
88 C 2.152 4.900 1.437
89 H -2.746 0.651 -0.398

Output
LUMO (alpha / beta)	-0.8 / -2.6	eV
multiplicity	2
molecular weight	1078.51	g/mol
E_HOMO (alpha / beta)	-7.89 / -7.89	eV